*w*
Here is the molecule C5H8 from the OMol25 dataset. Energies are from wB97M-V/def2-TZVPD.

Bonds (Å) are listed after each position.
Positions of all 13 atoms, in Å:
1 C -0.1681 1.9361 -0.2168  C2 1.475, H6 1.091, H7 1.107, H8 1.091
2 C -0.3153 0.6435 0.4772  C1 1.475, C4 1.371, H9 1.097
3 C -0.4291 -1.6711 0.0165  C4 1.523, H10 1.094, H11 1.091, H12 1.100
4 C 0.4645 -0.4641 0.2679  C2 1.371, C3 1.523, C5 1.421
5 C 1.8716 -0.3259 0.1298  C4 1.421, H13 1.117
6 H 0.8780 2.2305 -0.3108  C1 1.091
7 H -0.5256 1.6972 -1.2368  C1 1.107
8 H -0.8184 2.7163 0.1801  C1 1.091
9 H -1.2792 0.4607 0.9672  C2 1.097
10 H -0.8719 -2.1150 0.9136  C3 1.094
11 H 0.1464 -2.4116 -0.5413  C3 1.091
12 H -1.2506 -1.3471 -0.6395  C3 1.100
13 H 2.2976 -1.3492 -0.0071  C5 1.117

* M: 68.12 u
* E_LUMO (spin up / spin down): -0.803 / -0.803 eV
* multiplicity: 1
* total charge: 0
* HOMO level (spin up / spin down): -7.9 / -7.9 eV
* orbital gap (spin up / spin down): 7.123 / 7.118 eV



*x*
Here is the molecule C5H8 from the OMol25 dataset. Energies are from wB97M-V/def2-TZVPD.

Bonds (Å) are listed after each position.
Positions of all 13 atoms, in Å:
1 C 2.2786 -0.4294 -0.5141  C2 1.295, H6 1.102, H7 1.088
2 C 1.3580 -0.2090 0.3697  C1 1.295, C3 1.294
3 C 0.2699 -0.1367 1.0658  C2 1.294, C4 1.507, H8 1.081
4 C -0.8564 0.6743 0.4784  C3 1.507, C5 1.522, H9 1.098, H10 1.093
5 C -1.5378 -0.0069 -0.6996  C4 1.522, H11 1.097, H12 1.094, H13 1.094
6 H 2.2885 -1.5275 -0.4219  C1 1.102
7 H 3.0896 0.2538 -0.7577  C1 1.088
8 H 0.2050 -0.6117 2.0352  C3 1.081
9 H -0.4361 1.6338 0.1489  C4 1.098
10 H -1.5573 0.9011 1.2854  C4 1.093
11 H -0.8156 -0.1885 -1.5057  C5 1.097
12 H -1.9433 -0.9764 -0.3943  C5 1.094
13 H -2.3432 0.6230 -1.0901  C5 1.094

* M: 68.12 u
* E_LUMO: 1.014 eV
* SMILES: C=C=CCC
* multiplicity: 1
* total charge: 0
* HOMO level: -8.7 eV
* orbital gap: 9.710 eV



It is *w* that is the least stable of them.



*w*
Here is the molecule C5H8 from the OMol25 dataset. Energies are from wB97M-V/def2-TZVPD.

Bonds (Å) are listed after each position.
Positions of all 13 atoms, in Å:
1 C -1.5848 0.5754 2.0535  C2 1.205, H6 1.062
2 C -0.6547 -0.0033 1.5523  C1 1.205, C3 1.457
3 C 0.5120 -0.4041 0.7772  C2 1.457, C4 1.555, H7 1.096, H8 1.104
4 C 0.1459 -0.6115 -0.7203  C3 1.555, C5 1.523, H9 1.100, H10 1.098
5 C 0.3437 0.6734 -1.5131  C4 1.523, H11 1.096, H12 1.095, H13 1.095
6 H -2.5055 0.8528 2.5045  C1 1.062
7 H 1.0655 -1.2593 1.1810  C3 1.096
8 H 1.1481 0.4708 0.9991  C3 1.104
9 H -0.9028 -0.9340 -0.7994  C4 1.100
10 H 0.7393 -1.4252 -1.1566  C4 1.098
11 H -0.2483 1.4805 -1.0668  C5 1.096
12 H 1.3992 0.9656 -1.4875  C5 1.095
13 H 0.0447 0.5661 -2.5608  C5 1.095

* M: 68.12 u
* E_LUMO: 1.142 eV
* SMILES: C#CCCC
* multiplicity: 1
* total charge: 0
* HOMO level: -9.8 eV
* orbital gap: 10.986 eV



*x*
Here is the molecule C5H8 from the OMol25 dataset. Energies are from wB97M-V/def2-TZVPD.

Bonds (Å) are listed after each position.
Positions of all 13 atoms, in Å:
1 C 0.9065 -0.4528 -0.8822  C2 1.332, C5 1.513, H6 1.086
2 C 0.7313 -1.0935 0.2726  C1 1.332, C3 1.502, H7 1.085
3 C -0.4060 -0.5251 1.0732  C2 1.502, C4 1.558, H8 1.105, H9 1.096
4 C -0.6178 0.8616 0.3946  C3 1.558, C5 1.544, H10 1.095, H11 1.099
5 C -0.0465 0.7126 -1.0324  C1 1.513, C4 1.544, H12 1.100, H13 1.099
6 H 1.5884 -0.7576 -1.6707  C1 1.086
7 H 1.1587 -2.0476 0.5617  C2 1.085
8 H -1.1751 -1.3133 0.9870  C3 1.105
9 H -0.2428 -0.4252 2.1526  C3 1.096
10 H -1.6399 1.2525 0.4149  C4 1.095
11 H 0.0051 1.5973 0.9232  C4 1.099
12 H -0.8400 0.4739 -1.7557  C5 1.100
13 H 0.4409 1.6237 -1.4060  C5 1.099

* M: 68.12 u
* E_LUMO: 1.246 eV
* SMILES: C1=CCCC1
* multiplicity: 1
* total charge: 0
* HOMO level: -9.0 eV
* orbital gap: 10.284 eV



*y*
Here is the molecule C5H8 from the OMol25 dataset. Energies are from wB97M-V/def2-TZVPD.

Bonds (Å) are listed after each position.
Positions of all 13 atoms, in Å:
1 C -2.6402 0.2311 0.0126  C2 1.426, H6 1.225, H7 1.247, H8 1.206
2 C -1.2566 -0.1100 -0.0280  C1 1.426, C3 1.216
3 C -0.0570 -0.3068 0.0102  C2 1.216, C4 1.449
4 C 1.3573 -0.6230 0.0206  C3 1.449, C5 1.543, H9 1.087, H10 1.111
5 C 2.2945 0.6022 0.0012  C4 1.543, H11 1.096, H12 1.117, H13 1.101
6 H -3.2541 -0.6737 -0.5403  C1 1.225
7 H -3.0070 0.5150 1.1701  C1 1.247
8 H -2.6667 1.2303 -0.6627  C1 1.206
9 H 1.6060 -1.2207 -0.8525  C4 1.087
10 H 1.4984 -1.3162 0.8777  C4 1.111
11 H 3.3086 0.2228 0.1687  C5 1.096
12 H 2.0839 1.4163 0.7364  C5 1.117
13 H 2.2438 1.0652 -0.9968  C5 1.101

* M: 68.12 u
* E_LUMO: 1.004 eV
* SMILES: CC#CCC
* multiplicity: 1
* total charge: 0
* HOMO level: -9.1 eV
* orbital gap: 10.114 eV



*z*
Here is a 2-piece molecular cluster, C5H8 overall from the OMol25 dataset. Energies are from wB97M-V/def2-TZVPD.

Bonds (Å) are listed after each position.
Positions of all 13 atoms, in Å:
1 C 1.3113 -1.2562 0.2490  C4 1.288, H6 1.001, H7 1.132
2 C -2.8249 0.0534 0.4092  C3 1.348, H8 1.073, H9 1.112
3 C -1.5966 -0.2888 -0.0266  C2 1.348, H10 1.070
4 C 0.9798 -0.0277 0.0483  C1 1.288, C5 1.430
5 C 1.7217 1.1425 -0.3070  C4 1.430, H11 1.106, H12 1.060, H13 1.101
6 H 0.5987 -1.9594 0.2690  C1 1.001
7 H 2.3801 -1.5037 0.5263  C1 1.132
8 H -2.9697 0.2638 1.4514  C2 1.073
9 H -3.5904 -0.1402 -0.3735  C2 1.112
10 H -1.6399 -0.6695 -1.0253  C3 1.070
11 H 2.7485 0.9268 -0.6575  C5 1.106
12 H 1.6829 1.7723 0.5449  C5 1.060
13 H 1.1984 1.6867 -1.1079  C5 1.101

* M: 68.12 u
* E_LUMO (spin up / spin down): 0.117 / -0.065 eV
* multiplicity: 1
* total charge: 0
* HOMO level (spin up / spin down): -9.0 / -8.4 eV
* orbital gap (spin up / spin down): 9.166 / 8.332 eV



It is *z* that is the least stable of them.



*w*
Here is a 3-piece molecular cluster, C4H14N2 overall from the OMol25 dataset. Energies are from wB97M-V/def2-TZVPD.

Bonds (Å) are listed after each position.
Positions of all 20 atoms, in Å:
1 C -0.8303 -1.2201 -0.9265  C2 1.514, N3 1.342, H6 1.091
2 C -0.5853 -1.8836 -2.2656  C1 1.514, H8 1.094, H9 1.091, H10 1.092
3 N -0.2334 -1.6450 0.1978  C1 1.342, H5 1.020
4 H 0.1156 -0.2708 0.9359  N13 1.133
5 H 0.6368 -2.1253 -0.0336  N3 1.020
6 H -1.8667 -0.9112 -0.7837  C1 1.091
7 H -0.3951 0.2266 -1.2413  no bonds
8 H -1.0361 -2.8807 -2.2612  C2 1.094
9 H -1.0249 -1.3110 -3.0830  C2 1.091
10 H 0.4839 -2.0008 -2.4525  C2 1.092
11 C 1.6966 1.2148 1.0504  N13 1.460, H15 1.089, H16 1.093, H17 1.093
12 C -0.6673 1.6531 1.6094  N13 1.460, H18 1.093, H19 1.090, H20 1.094
13 N 0.2963 0.8457 0.8671  H4 1.133, C11 1.460, C12 1.460, H14 1.190
14 H -0.0040 0.8157 -0.2836  N13 1.190
15 H 2.3184 0.5589 0.4424  C11 1.089
16 H 1.9894 1.1095 2.0984  C11 1.093
17 H 1.8687 2.2488 0.7401  C11 1.093
18 H -0.4898 1.5763 2.6848  C12 1.093
19 H -1.6729 1.2951 1.3908  C12 1.090
20 H -0.5999 2.7039 1.3138  C12 1.094

* M: 90.17 u
* E_LUMO: 0.816 eV
* multiplicity: 1
* total charge: 0
* HOMO level: -7.1 eV
* orbital gap: 7.937 eV



*x*
Here is a 2-piece molecular cluster, C4H14N2 overall from the OMol25 dataset. Energies are from wB97M-V/def2-TZVPD.

Bonds (Å) are listed after each position.
Positions of all 20 atoms, in Å:
1 C -0.9706 0.5568 -2.4486  C2 1.535, H4 1.076, H5 1.118, H6 1.092
2 C -1.5993 1.3964 -1.3281  C1 1.535, C3 1.550, H7 1.096, H8 1.093
3 C -2.5367 0.5167 -0.4621  C2 1.550, H9 1.119, H10 1.101, H11 1.072
4 H -1.7775 0.2999 -3.1129  C1 1.076
5 H -0.3234 1.1585 -3.1333  C1 1.118
6 H -0.3071 -0.2564 -2.1469  C1 1.092
7 H -0.7806 1.9032 -0.8050  C2 1.096
8 H -2.2819 2.0922 -1.8231  C2 1.093
9 H -3.1603 1.1241 0.2416  C3 1.119
10 H -2.1433 -0.2721 0.1973  C3 1.101
11 H -3.1564 -0.0257 -1.1486  C3 1.072
12 N 1.6135 0.1276 1.3887  C13 1.480, H15 1.020, H16 1.012
13 C 1.6710 -1.3367 1.5966  N12 1.480, N14 1.449, H17 1.095, H18 1.098
14 N 3.0411 -1.6538 1.9443  C13 1.449, H19 1.012, H20 1.008
15 H 0.7448 0.4234 1.8335  N12 1.020
16 H 2.3067 0.5220 2.0117  N12 1.012
17 H 1.4747 -1.9643 0.7213  C13 1.095
18 H 0.9145 -1.6972 2.3061  C13 1.098
19 H 3.4555 -1.4424 2.8425  N14 1.012
20 H 3.8153 -1.4722 1.3250  N14 1.008

* M: 90.17 u
* E_LUMO: 1.074 eV
* SMILES: CCC.NCN
* multiplicity: 1
* total charge: 0
* HOMO level: -9.1 eV
* orbital gap: 10.162 eV



*y*
Here is a 2-piece molecular cluster, C4H14N2 overall from the OMol25 dataset. Energies are from wB97M-V/def2-TZVPD.

Bonds (Å) are listed after each position.
Positions of all 20 atoms, in Å:
1 C 1.5973 -0.6059 3.3843  N2 1.430, H4 1.103, H5 1.103, H6 1.103
2 N 0.3497 -0.0924 2.9094  C1 1.430, C3 1.489, H7 1.028
3 C -0.5323 0.1047 4.0934  N2 1.489, H8 1.103, H9 1.103, H10 1.103
4 H 2.1045 0.2149 3.9188  C1 1.103
5 H 2.2128 -0.8931 2.5152  C1 1.103
6 H 1.5199 -1.4724 4.0623  C1 1.103
7 H 0.5653 0.8497 2.5591  N2 1.028
8 H -0.6211 -0.8838 4.5745  C3 1.103
9 H -1.5399 0.4460 3.8020  C3 1.103
10 H -0.1181 0.8169 4.8267  C3 1.103
11 C -0.8481 -0.8711 -3.9569  N12 1.418, H14 1.103, H15 1.103, H16 1.103
12 N 0.2317 -0.1361 -3.4055  C11 1.418, C13 1.494, H17 1.028
13 C -0.3637 1.2206 -3.5971  N12 1.494, H18 1.103, H19 1.103, H20 1.103
14 H -0.5391 -1.9214 -4.0907  C11 1.103
15 H -1.0548 -0.4360 -4.9492  C11 1.103
16 H -1.7775 -0.8507 -3.3633  C11 1.103
17 H 0.2962 -0.2272 -2.3836  N12 1.028
18 H 0.3978 1.9420 -3.2559  C13 1.103
19 H -1.2754 1.3588 -2.9919  C13 1.103
20 H -0.6052 1.4364 -4.6515  C13 1.103

* M: 90.17 u
* E_LUMO: 0.969 eV
* SMILES: CNC.CNC
* multiplicity: 1
* total charge: 0
* HOMO level: -9.1 eV
* orbital gap: 10.041 eV



It is *w* that is the least stable of them.